1.
Entry from OMol25: C16H27N3OS in the gas phase (the ωB97M-V functional and the def2-TZVPD basis).

Geometry (Å):
H 1.97953 -2.63700 -0.93789
H 4.15322 -1.41275 -1.63639
H -1.94850 1.65360 0.63712
C 3.59174 -0.82127 -2.35611
C -0.86620 0.21516 1.79660
C -0.68465 -0.81915 -1.86558
H 1.22814 -0.48419 -3.87854
H 2.74685 2.77267 0.72734
N -2.07996 -2.21472 -1.06346
C -3.38057 0.45226 1.70007
C 2.85043 3.37486 1.62695
C 2.12984 -0.71408 -1.93508
H -0.96240 -0.63907 1.12755
H 2.50297 3.18306 3.74495
H 3.89176 3.66858 1.73146
H -4.19206 1.18464 1.63370
H -3.47418 -0.09588 2.64121
H -4.14378 -2.42374 -1.15205
H 0.29752 2.99667 2.54531
C -3.31792 -2.62689 -0.46390
C 1.51281 -2.10873 -1.77253
C -3.54219 -1.83388 0.84196
H -0.79580 -0.14922 2.82215
C 1.31945 0.09341 -2.95525
H 1.69606 -2.69682 -2.67876
H 1.84318 1.02172 -3.19016
H -2.00103 1.95337 2.38119
C -2.03327 1.17522 1.61654
H 4.04594 0.16501 -2.41712
H 0.01426 1.15302 -1.60582
H -0.70914 0.85051 -3.18941
H 2.07366 -0.19902 -0.96960
O -3.72347 -2.37034 1.91292
H 2.24695 4.27292 1.51312
N -3.51266 -0.50712 0.63027
C -0.88542 -2.84596 -1.02566
S 0.72873 0.95968 1.34080
C 0.94577 2.13815 2.72666
H 3.02769 1.69164 2.95262
H 0.62467 1.61994 3.63109
N -1.96384 -0.97616 -1.56307
H 3.67382 -1.29786 -3.33141
H -3.20904 -0.20600 -0.29655
C 0.04705 -1.97775 -1.54790
H -0.79052 -3.84178 -0.64243
C -0.07315 0.41947 -2.41368
H -3.27951 -3.69221 -0.23498
C 2.39722 2.57603 2.84175

Forces on the atoms, in the same order (eV/Å):
0.077 -0.016 -0.042
0.124 -0.073 0.043
0.032 0.089 0.029
-0.248 0.069 0.178
0.336 0.387 -0.140
-0.069 -0.430 0.201
0.055 -0.022 -0.095
0.048 0.033 -0.166
0.517 -0.081 -0.312
-0.044 0.204 0.254
0.035 -0.131 0.200
0.205 -0.157 -0.294
-0.023 -0.091 -0.001
0.029 -0.054 0.010
0.095 0.064 -0.072
0.044 -0.082 0.120
-0.065 0.109 -0.070
0.121 -0.079 0.016
0.002 0.046 0.151
-0.394 0.024 0.420
0.062 0.052 0.090
-0.079 -0.142 -0.526
-0.068 -0.085 -0.002
-0.046 0.102 0.300
0.115 0.016 0.006
0.025 -0.006 -0.066
0.001 0.073 -0.052
-0.176 -0.307 0.051
0.101 0.087 -0.030
-0.008 0.049 -0.051
-0.005 0.026 0.036
-0.012 -0.019 -0.015
-0.019 -0.299 0.346
-0.050 0.103 -0.071
-0.065 0.408 -0.146
0.112 0.222 -0.094
0.035 -0.033 0.256
-0.141 -0.298 -0.251
0.009 0.000 0.102
-0.045 0.062 0.038
-0.206 0.326 -0.419
0.037 -0.061 -0.123
-0.098 -0.120 0.238
-0.204 -0.126 0.113
-0.012 -0.231 0.104
-0.062 0.169 -0.142
0.013 0.169 -0.005
-0.091 0.053 -0.121

## Properties
relative energy (zero: lowest compared OMol25 entry of this formula, charge and spin)	0.0	kJ/mol
E_LUMO	0.85	eV
SMILES	CCCSCCCNC(=O)Cn1cc2c(n1)CC[C@H](C)C2

=====

2.
Entry from OMol25: C7H8N2O3 in the gas phase in a non-equilibrium geometry (the ωB97M-V functional and the def2-TZVPD basis).

Geometry (Å):
H 2.47428 1.65680 -0.61243
O 1.74323 -1.78649 0.37895
C -1.39555 0.64502 -0.18049
O -0.88318 3.14908 -1.37054
H -2.60140 -0.99435 0.44589
N 0.79075 -1.03659 0.23296
C -0.07392 1.12532 -0.31945
N 2.32218 0.66824 -0.38655
H -1.64749 -2.97550 1.50934
H 0.08504 -3.13871 1.79021
C 0.13322 2.54629 -0.69364
O 1.16436 3.14040 -0.38907
C 1.00424 0.22340 -0.16552
C -0.67807 -2.84648 1.05084
C -0.48392 -1.46920 0.51270
H -0.52815 4.00201 -1.64638
H 3.08279 0.00375 -0.32299
H -2.30561 1.25058 -0.27778
H -0.63070 -3.49987 0.18880
C -1.57210 -0.66371 0.25516

Forces on the atoms, in the same order (eV/Å):
-0.249 -0.911 0.356
3.425 -2.563 0.453
0.465 -0.158 0.410
0.648 -0.818 0.462
0.688 -0.167 -0.011
-3.157 0.917 0.065
-1.892 -0.282 -0.598
-1.551 -0.948 0.250
-0.315 0.267 -0.012
-0.115 0.173 -0.523
1.294 0.277 0.561
-1.268 -0.182 -0.856
1.733 3.559 -0.718
0.849 -0.031 0.060
-0.675 0.156 0.218
-0.029 0.318 0.092
-0.425 0.100 0.067
0.802 0.070 -0.218
0.227 -0.589 -0.021
-0.454 0.812 -0.037

## Properties
relative energy (zero: lowest compared OMol25 entry of this formula, charge and spin)	120.9	kJ/mol
E_LUMO	0.15	eV
SMILES	Cc1ccc(C(=O)O)c(N)[n+]1[O-]

=====

3.
Entry from OMol25: a molecular structure, C14H9CoNO2S2 in a non-equilibrium geometry (the ωB97M-V functional and the def2-TZVPD basis).

Geometry (Å):
C 3.51813 2.13482 -1.59860
C -2.33097 -2.43540 0.04185
H -2.60823 -3.78107 3.13513
N -3.34503 3.92292 -1.23753
H -2.55363 -2.65357 -0.99593
C -2.65623 -3.34707 1.02214
S -0.72183 3.10975 -2.02555
S -1.36518 -0.21847 -1.06824
C -1.75441 -1.87378 2.66718
O -0.68903 1.32887 1.32691
C -2.28317 3.56995 -1.52770
C 4.01428 0.84632 -1.73163
C 3.19585 -0.23755 -1.44027
C -0.78116 0.32960 2.17811
H 3.58117 -1.24733 -1.52443
C 2.19971 2.34094 -1.19862
H -3.13595 -4.27874 0.74648
O -0.42523 0.43118 3.33433
C 1.88001 -0.03915 -1.03568
H 5.03217 0.68614 -2.06637
C -2.36432 -3.07011 2.35604
H -1.50892 -1.61722 3.68892
C -1.70740 -1.21230 0.34699
C 1.37340 1.25381 -0.92289
H 1.82640 3.35135 -1.09982
C -1.42493 -0.93374 1.68418
H 4.15334 2.98749 -1.80914
H 1.25354 -0.88810 -0.80628
Co -0.37238 1.54043 -0.43958

Forces on the atoms, in the same order (eV/Å):
-0.058 -0.011 0.086
-0.003 -0.008 -0.027
-0.012 0.005 -0.002
0.002 0.007 0.044
0.011 -0.003 0.006
-0.002 0.016 -0.009
-0.088 -0.164 -0.020
-0.163 0.020 -0.042
0.005 -0.006 -0.004
0.491 -0.494 0.197
0.268 -0.170 -0.178
0.012 0.015 -0.036
-0.079 0.004 0.071
-0.015 0.396 -0.322
0.006 0.007 -0.024
0.337 -0.128 0.023
-0.001 -0.001 0.004
-0.006 -0.012 0.150
0.456 0.013 0.018
0.010 0.002 0.032
0.013 0.025 -0.007
0.010 0.000 -0.008
-0.009 -0.060 -0.262
0.197 -0.208 -0.312
0.004 0.022 -0.046
0.108 -0.063 0.119
-0.001 -0.005 -0.013
0.030 -0.025 -0.033
-1.522 0.825 0.592

## Properties
charge	-1
E_LUMO (alpha / beta)	2.56 / 2.53	eV

=====

4.
Entry from OMol25: 12 unconnected molecules or ions with the total composition C18H60N12O18 in a non-equilibrium geometry (the ωB97M-V functional and the def2-TZVPD basis).

Geometry (Å):
H -0.71518 0.61470 -1.56698
H -2.16146 0.95294 -3.60368
H -3.97877 -0.32918 6.81825
H -3.98467 1.28868 4.87743
H -3.65732 4.15206 -2.42431
C 2.35015 2.60276 2.05188
N 2.06483 -1.85638 2.62583
N 3.31211 -2.37707 -2.50562
H -2.21815 -4.66391 -2.72981
H -0.48148 -3.74990 0.74734
O 2.29617 -2.21378 -4.93872
H 4.07844 -1.78375 -2.15093
H 1.35752 3.55623 -3.10526
H 0.29414 2.52492 -1.10907
C 0.30965 0.57448 -1.27581
N -0.39758 -4.23380 -0.12798
H 0.37751 -2.87277 -3.67015
H 1.29054 5.20350 -3.95643
H -4.08347 -1.77698 -4.52047
H 0.47882 3.69594 2.08086
N 0.42926 -1.88934 4.39819
H 4.75340 1.33575 -2.01242
C -2.05003 0.08333 5.85888
N -2.80959 -4.97955 2.97825
C -1.48661 -3.97257 -0.93225
H 2.33827 -2.75400 2.93727
H 2.13499 1.86602 2.88988
C 2.88510 -3.35785 -1.68448
H -2.72592 -5.12925 1.97678
O -4.59779 -2.67265 -2.66804
H 0.37123 0.39859 -5.23219
N -2.43350 2.69837 0.07585
O 0.85657 -0.09281 3.11426
H -0.50615 -1.54019 4.55808
H -4.11083 -2.72371 -1.77313
H -2.99386 3.16578 0.74419
C 0.65381 5.23370 -1.85644
H -2.52118 -5.65696 3.64062
N -1.37813 -4.40990 -2.24786
H -2.65704 -1.34846 4.69450
O -0.58235 4.32287 -3.58493
H -3.70003 4.63988 -0.75315
O 4.89627 2.48509 -0.45691
H 2.77554 -1.25014 2.27710
H -3.06379 1.02045 7.50872
H -1.48561 0.99674 5.78547
H 3.68258 -4.20143 -0.03411
C 3.92108 0.22401 -0.38123
H 1.18004 0.22533 0.66783
O 1.95490 -4.11343 -1.94352
H 3.58007 0.26470 0.66636
H -2.57893 -1.81103 2.45633
O 0.94875 1.80165 -1.18116
H -2.53972 -3.06250 1.34474
H 3.86085 3.25397 3.02618
O 1.85959 4.83407 1.21244
O -0.16226 4.47671 -0.94202
O -2.26512 0.00568 -3.90206
H -0.61982 0.30282 1.80216
H -1.87132 1.86082 0.45845
O -2.56409 -3.32072 4.55452
N 0.33340 -1.91696 -3.95289
H -0.49659 -1.40148 -3.94789
H -0.52064 -4.92045 -2.43523
H -1.43557 -0.66077 6.36488
C 1.33836 -1.50855 -4.74995
H -2.88415 -2.59011 -3.79389
H 5.88344 -0.40980 -0.27623
C -3.66769 -1.93814 -3.49776
C -3.33477 0.49265 6.56767
H 0.77048 -0.18215 -1.96848
H 0.23264 4.43989 -0.07108
O -2.28030 -0.41755 4.60123
C -3.20020 -0.57875 -2.93284
H -2.69488 -0.74771 -1.97608
C -2.68796 -3.65580 3.37868
N 3.59010 -3.33467 -0.46901
C 0.74322 4.56295 -3.23592
H 0.15877 6.19730 -1.87612
H 1.54738 -0.30821 -6.30049
H -1.01539 3.86064 -2.90885
H 4.14380 -2.47135 -0.29900
H 0.48432 -4.36900 -0.59196
H -3.95604 0.21187 -2.70190
O -2.43393 -3.37096 -0.50304
O -0.85521 0.44170 0.85970
H 2.12627 2.14223 1.08425
O 3.70950 3.02634 2.09041
H 0.15987 -1.14237 0.06392
H 1.65689 4.17515 3.25811
H 3.20244 1.84261 -1.46963
C 1.55137 3.88499 2.21647
O -4.02533 1.46968 5.80447
O -2.22517 2.31033 -2.15499
O 4.98259 -0.76835 -0.39946
C 0.30187 -0.01135 0.09991
H 3.05595 -0.36524 -0.88943
C -2.74651 2.93595 -1.21908
H 1.72938 5.35313 -1.59247
N 1.20544 -0.23473 -5.35306
H 2.80415 4.77838 1.04968
C 1.04893 -1.27709 3.36422
N -3.72154 3.88978 -1.43016
N -2.47809 -2.75623 2.30890
H 2.98295 -2.51775 -3.47241
H 0.37336 -2.85697 4.57391
H 4.47330 2.68191 0.38405
C 4.15933 1.49656 -1.15864

Forces on the atoms, in the same order (eV/Å):
-0.814 0.476 -0.557
-0.094 -1.230 -0.313
-0.375 -0.655 0.000
0.184 -0.577 -0.844
-0.376 0.280 0.889
-0.817 -0.219 0.787
-1.407 -1.072 1.033
-0.028 -0.290 0.371
-0.195 0.037 -0.107
0.580 0.186 0.139
1.498 -0.608 -1.184
-0.560 -0.679 -1.067
-1.104 1.824 -0.348
0.223 -0.216 -0.217
0.267 -1.814 0.686
-1.248 -0.120 -0.658
-0.116 -0.285 0.427
-0.671 -0.294 0.283
-0.603 0.178 0.915
0.080 -0.217 0.179
-0.909 0.198 0.060
0.558 -0.734 -1.238
-0.072 0.156 1.391
-0.402 1.954 -0.652
2.268 -1.011 -1.063
0.655 -0.847 -0.016
0.081 0.807 -1.111
1.150 1.296 1.249
0.029 -0.416 0.550
1.825 0.900 1.450
1.177 -1.566 -0.073
0.843 -1.306 0.527
-1.081 0.698 0.126
-0.014 0.724 -0.063
-1.083 -0.180 -1.757
-0.414 0.324 0.637
1.516 0.162 -0.022
0.108 -0.615 0.298
0.864 0.212 1.162
0.566 1.181 -0.118
0.514 0.983 -3.282
-0.168 0.164 -0.338
0.229 0.019 0.023
0.086 0.287 -0.142
-0.139 -0.489 -0.417
0.517 0.330 -0.354
0.323 -1.023 1.136
-1.272 -2.447 -0.717
0.557 0.036 0.083
-0.124 -0.716 0.034
0.237 0.949 -0.263
-0.228 2.316 0.596
0.131 1.327 -0.698
-0.241 0.030 -0.127
0.348 -0.048 -0.655
-0.047 0.033 0.474
0.273 -0.565 -0.890
-0.376 0.565 1.075
-0.044 0.147 -0.438
-0.801 1.327 -1.315
-0.555 0.145 -0.138
1.087 0.055 -0.090
-1.628 0.668 0.205
-0.449 -0.066 -0.242
-0.101 0.170 0.913
-2.002 1.509 -0.132
1.567 -0.385 0.458
-0.868 0.153 -0.020
-1.662 0.837 -0.957
0.728 1.005 0.403
0.213 1.090 0.417
0.567 0.328 0.253
-1.136 -1.846 -1.892
0.582 0.425 -0.303
0.218 -0.095 0.035
1.605 0.456 -1.590
-1.044 1.716 -1.436
0.426 -1.474 1.962
0.233 0.397 -0.556
0.125 0.475 0.086
-0.857 -1.356 1.628
-0.063 -1.554 0.161
0.693 0.074 0.110
-0.048 -1.106 -0.464
-2.342 0.789 0.554
0.488 0.266 0.387
0.283 0.064 0.102
0.522 -0.255 0.621
0.557 1.097 -0.153
0.333 0.890 0.134
-0.869 0.507 -0.234
-1.378 -1.124 -0.456
-0.205 0.435 0.994
-0.277 0.487 0.196
0.617 0.341 -0.161
-1.638 -2.550 0.594
1.300 1.152 0.604
0.537 -1.144 0.380
-0.752 -0.001 0.799
-0.611 -0.055 0.286
0.329 0.062 -0.038
1.835 1.283 -0.746
0.662 -0.105 -0.993
-0.267 -3.442 0.997
0.493 0.920 0.154
0.721 -1.347 -0.327
-0.057 0.022 0.247
0.217 0.217 1.711

## Properties
relative energy (zero: lowest compared OMol25 entry of this formula, charge and spin)	68.5	kJ/mol
E_LUMO	0.13	eV
SMILES	NC(N)=O.NC(N)=O.NC(N)=O.NC(N)=O.NC(N)=O.NC(N)=O.OCCO.OCCO.OCCO.OCCO.OCCO.OCCO

=====

5.
Entry from OMol25: 2 unconnected molecules or ions with the total composition C8H13NO in a non-equilibrium geometry (the ωB97M-V functional and the def2-TZVPD basis).

Geometry (Å):
H 2.63455 1.12825 0.45902
H 1.69658 2.20541 -1.53111
C -2.38385 -1.34424 1.71418
H -3.40701 -0.87362 1.68244
H -0.79766 -1.30472 -0.03365
H 2.97756 -1.28248 -0.32616
N -1.51088 0.83205 -2.60743
O 1.37586 -0.78318 1.79448
C 1.87521 0.61796 -0.09475
C -1.85902 0.48304 -1.55934
C 1.13424 0.20731 1.18046
C 2.50529 -0.47024 -0.86504
H 0.68411 0.96707 -1.69047
H -2.47267 -2.36366 1.79289
C -2.31230 0.03818 -0.35360
H 3.39312 -0.17091 -1.44290
H 0.43403 0.84805 1.70961
H 1.76441 -0.77881 -1.70546
H 0.25503 1.92085 -0.30341
H -3.26834 0.39165 -0.01796
H -2.03080 -0.90426 2.73725
C -1.76273 -0.89846 0.42666
C 1.07526 1.53472 -0.96569

Forces on the atoms, in the same order (eV/Å):
1.032 1.000 0.131
0.101 1.033 0.364
-1.011 3.956 1.135
0.604 -0.820 0.056
-1.265 0.106 1.313
-0.835 -0.474 0.495
-0.397 -0.236 0.833
0.578 -1.730 0.466
-0.474 0.125 1.502
1.119 0.829 -3.382
0.181 -0.326 -0.477
0.159 -1.300 -2.685
-1.972 -2.068 -2.523
-0.088 -2.434 0.243
-1.423 -1.214 2.940
-0.356 0.759 0.019
-0.493 1.273 -0.563
1.207 -0.223 1.604
0.731 0.592 -1.166
-0.407 0.591 -0.067
0.293 -0.824 -2.085
2.213 -0.089 -1.171
0.502 1.477 3.018

## Properties
relative energy (zero: lowest compared OMol25 entry of this formula, charge and spin)	279.0	kJ/mol
E_LUMO	0.29	eV
SMILES	C/C=C/C#N.CC(C)C=O

=====

6.
Entry from OMol25: 2 unconnected molecules or ions with the total composition C8H12N4 in a non-equilibrium geometry (the ωB97M-V functional and the def2-TZVPD basis).

Geometry (Å):
H -1.00983 -0.25712 -1.57885
H 0.34409 -4.09759 0.67803
H -0.96049 3.58176 -2.84298
N 2.08829 -0.61484 2.19737
N -1.47646 2.81230 -0.50533
C 0.99795 -2.05405 0.98405
H -0.90721 1.98994 -3.63275
H -2.19110 2.45588 1.42773
C -1.04508 1.94815 -1.50837
C -1.91105 2.06972 0.46098
H -2.35328 0.03094 0.46262
C 1.11642 -1.59152 2.26690
C 2.42885 -0.46601 0.89966
C -0.56060 2.57672 -2.77961
C -1.26326 0.67470 -1.09949
H 0.28321 -2.99926 -0.71190
N 1.78761 -1.32427 0.14973
H 3.10521 0.29239 0.53908
H 0.89678 -2.02103 3.22997
H -0.95018 -2.90586 0.56371
H 0.52628 2.56744 -2.79430
N -1.66335 0.73546 0.23235
C 0.10407 -3.08871 0.35811
H 2.61314 -0.31512 3.00329

Forces on the atoms, in the same order (eV/Å):
-0.133 -0.046 0.081
0.030 -0.165 0.049
0.132 0.121 -0.029
-0.083 0.127 0.484
0.024 0.196 -0.048
-0.967 -0.190 -0.086
0.071 0.120 -0.076
-0.348 -0.138 0.012
-0.780 0.777 0.134
0.950 0.043 0.437
0.274 0.012 0.745
1.092 -0.677 0.094
0.164 -0.146 -0.111
-0.092 -1.066 0.112
1.191 0.034 -0.231
-0.169 -0.213 -0.032
0.204 0.561 -0.425
0.093 -0.069 0.103
-0.487 0.066 -0.089
-0.022 0.002 0.017
0.124 0.291 -0.132
-1.350 -0.362 -0.970
0.233 0.339 0.152
-0.148 0.382 -0.190

## Properties
relative energy (zero: lowest compared OMol25 entry of this formula, charge and spin)	82.1	kJ/mol
E_LUMO	0.81	eV
SMILES	Cc1c[nH]cn1.Cc1c[nH]cn1

=====

Please write out number 2 again, unchanged.
Entry from OMol25: C7H8N2O3 in the gas phase in a non-equilibrium geometry (the ωB97M-V functional and the def2-TZVPD basis).

Geometry (Å):
H 2.47428 1.65680 -0.61243
O 1.74323 -1.78649 0.37895
C -1.39555 0.64502 -0.18049
O -0.88318 3.14908 -1.37054
H -2.60140 -0.99435 0.44589
N 0.79075 -1.03659 0.23296
C -0.07392 1.12532 -0.31945
N 2.32218 0.66824 -0.38655
H -1.64749 -2.97550 1.50934
H 0.08504 -3.13871 1.79021
C 0.13322 2.54629 -0.69364
O 1.16436 3.14040 -0.38907
C 1.00424 0.22340 -0.16552
C -0.67807 -2.84648 1.05084
C -0.48392 -1.46920 0.51270
H -0.52815 4.00201 -1.64638
H 3.08279 0.00375 -0.32299
H -2.30561 1.25058 -0.27778
H -0.63070 -3.49987 0.18880
C -1.57210 -0.66371 0.25516

Forces on the atoms, in the same order (eV/Å):
-0.249 -0.911 0.356
3.425 -2.563 0.453
0.465 -0.158 0.410
0.648 -0.818 0.462
0.688 -0.167 -0.011
-3.157 0.917 0.065
-1.892 -0.282 -0.598
-1.551 -0.948 0.250
-0.315 0.267 -0.012
-0.115 0.173 -0.523
1.294 0.277 0.561
-1.268 -0.182 -0.856
1.733 3.559 -0.718
0.849 -0.031 0.060
-0.675 0.156 0.218
-0.029 0.318 0.092
-0.425 0.100 0.067
0.802 0.070 -0.218
0.227 -0.589 -0.021
-0.454 0.812 -0.037

## Properties
relative energy (zero: lowest compared OMol25 entry of this formula, charge and spin)	120.9	kJ/mol
E_LUMO	0.15	eV
SMILES	Cc1ccc(C(=O)O)c(N)[n+]1[O-]